(1)
This record from the OMol25 dataset describes 2 unconnected molecules or ions with the total composition C6H13NO at a distorted geometry. The level of theory is ωB97M-V/def2-TZVPD.

Geometry (Å):
1 C -2.1262 -1.4857 -2.4698
2 C -0.9817 -1.2691 -1.8047
3 O -0.8801 -1.3948 -0.4233
4 C 0.3342 -0.9635 -2.4469
5 H -2.0230 -1.4624 -3.5628
6 H -3.0783 -1.7088 -1.9702
7 H -0.0738 -1.8534 -0.1721
8 H 0.2364 -1.0239 -3.5346
9 H 0.6701 0.0186 -2.1661
10 H 1.1022 -1.6895 -2.0294
11 C -0.8648 1.8142 2.5123
12 C 0.1249 1.1771 1.5603
13 C 1.4032 0.9623 1.9087
14 N 2.3514 0.2044 1.1743
15 H -0.3185 2.2144 3.3307
16 H -1.3401 2.6353 2.0299
17 H -1.6194 1.1142 2.8460
18 H -0.2650 0.6982 0.6210
19 H 1.8038 1.2474 2.8544
20 H 3.2636 0.4008 1.5777
21 H 2.2809 0.3643 0.1644

Computed properties:
Relative energy (zero: lowest compared OMol25 entry of this formula, charge and spin): 225.1 kJ/mol
SMILES: C/C=C/N.C=C(C)O
Strongest force on any atom: 1.52 eV/A
E_tot: -366.348181 hartree
LUMO energy: 0.88 eV
Kohn-Sham gap: 8.89 eV

---

(2)
This record from the OMol25 dataset describes a gas-phase ion, C4H4NS (charge +1) at a distorted geometry. The level of theory is ωB97M-V/def2-TZVPD.

Geometry (Å):
1 C -0.2683 1.2085 -0.0814
2 C 1.0634 1.1739 0.0653
3 C -1.0114 -1.2312 0.4748
4 C 0.0580 -1.2364 -0.4708
5 N -0.7785 -0.0679 -0.0817
6 S 1.8291 -0.3209 0.1378
7 H -1.0775 1.8674 -0.0559
8 H 1.5611 2.0209 0.2958
9 H -1.6320 -1.6765 1.1086
10 H 0.2562 -1.7379 -1.3925

Computed properties:
Relative energy (zero: lowest compared OMol25 entry of this formula, charge and spin): 322.4 kJ/mol
SMILES: C1=C[N+]2=C[C@@H]2S1
Strongest force on any atom: 5.90 eV/A
E_tot: -607.322740 hartree
LUMO energy: -6.14 eV
Kohn-Sham gap: 7.92 eV
Total charge: +1

---

(3)
This record from the OMol25 dataset describes a single CHN5O molecule at a distorted geometry. The level of theory is ωB97M-V/def2-TZVPD.

Geometry (Å):
1 C 0.2457 0.9822 -0.4699
2 N -0.0719 0.6693 -1.6805
3 N -0.4014 -0.5946 -1.7018
4 N -0.4021 -1.0926 -0.5493
5 N 0.2928 -0.3957 1.8902
6 N 0.0510 -0.2065 0.2767
7 O -0.2961 -1.3149 2.2672
8 H 0.5820 1.9527 -0.0325

Computed properties:
2S+1: 3
Relative energy (zero: lowest compared OMol25 entry of this formula, charge and spin): 212.5 kJ/mol
Strongest force on any atom: 4.55 eV/A
E_tot: -387.485441 hartree
LUMO energy (alpha / beta): 1.01 / -3.91 eV
Kohn-Sham gap (alpha / beta): 10.53 / 7.09 eV

---

(4)
This record from the OMol25 dataset describes a molecular structure, C19H20CsN3O3S2 at a distorted geometry. The level of theory is ωB97M-V/def2-TZVPD.

Geometry (Å):
1 Cs -0.7233 -2.1354 -1.8463
2 C -0.4809 -2.9034 1.3098
3 C -0.4703 -1.3872 1.1778
4 N 0.5526 -0.8885 0.5894
5 N 0.7074 0.5026 0.5846
6 C 0.5779 1.2009 -0.4794
7 S 0.1399 0.8678 -2.1263
8 S 0.9087 2.9808 -0.2645
9 C 1.3061 3.1188 1.4977
10 C 2.7740 3.1453 1.8221
11 C 3.4106 4.3038 2.2513
12 C 4.7778 4.3193 2.5180
13 C 5.5280 3.1642 2.3598
14 C 4.8981 1.9958 1.9352
15 C 3.5382 1.9860 1.6692
16 C -1.6195 -0.6385 1.7486
17 C -1.4103 0.3171 2.7342
18 C -2.4623 1.0123 3.3188
19 C -3.7551 0.7367 2.8584
20 C -3.9866 -0.1969 1.8691
21 C -2.9341 -0.9506 1.2523
22 O -3.1330 -1.8074 0.3278
23 H -0.6782 -3.3869 0.3544
24 H -1.2593 -3.2179 2.0010
25 H 0.4977 -3.2341 1.6601
26 H 0.8418 2.2331 1.9353
27 H 0.8114 4.0101 1.8878
28 H 2.8256 5.2093 2.3782
29 H 5.2535 5.2361 2.8485
30 H 6.5939 3.1720 2.5565
31 H 5.4741 1.0867 1.8066
32 H 3.0419 1.0844 1.3260
33 H -0.3898 0.5182 3.0431
34 H -2.2828 1.7504 4.0903
35 H -4.5994 1.2745 3.2813
36 H -4.9934 -0.3899 1.5127
37 N -2.8068 -1.3594 -4.8397
38 C -2.3415 -2.7510 -4.7273
39 C -0.8673 -2.8877 -5.1033
40 C -0.2288 -4.1565 -4.4752
41 O 0.3754 -4.9350 -5.2310
42 O -0.3949 -4.2500 -3.2196
43 H -3.7346 -1.2461 -4.4528
44 H -2.8337 -1.0622 -5.8065
45 H -2.9280 -3.4566 -5.3277
46 H -2.4572 -3.0546 -3.6903
47 H -0.3342 -2.0025 -4.7315
48 H -0.7293 -2.9277 -6.1844

Computed properties:
Relative energy (zero: lowest compared OMol25 entry of this formula, charge and spin): 74.4 kJ/mol
Strongest force on any atom: 1.78 eV/A
E_tot: -1942.580989 hartree
LUMO energy: 4.10 eV
Kohn-Sham gap: 5.58 eV
Total charge: -2

---

(5)
This record from the OMol25 dataset describes 2 unconnected molecules or ions with the total composition C6H6O. The level of theory is ωB97M-V/def2-TZVPD.

Geometry (Å):
1 C 2.5671 0.5646 -0.6756
2 C 1.4217 0.7803 -0.3637
3 C 0.0868 1.0339 0.0001
4 C -0.9508 2.0891 0.2692
5 C -1.0917 0.5995 0.3304
6 O -1.5408 -2.5156 0.4042
7 C -0.3898 -2.6273 0.0584
8 H 3.5841 0.3858 -0.9487
9 H -1.3838 2.6402 -0.5698
10 H -0.8987 2.6674 1.1954
11 H -1.7397 -0.2472 0.5152
12 H 0.1009 -3.6172 -0.0058
13 H 0.2347 -1.7537 -0.2091

Computed properties:
Relative energy (zero: lowest compared OMol25 entry of this formula, charge and spin): 498.2 kJ/mol
SMILES: C#CC1=CC1.C=O
Strongest force on any atom: 0.56 eV/A
E_tot: -307.273689 hartree
LUMO energy: 0.79 eV
Kohn-Sham gap: 9.90 eV

---

(6)
This record from the OMol25 dataset describes 2 unconnected molecules or ions with the total composition C5H10O2 at a distorted geometry. The level of theory is ωB97M-V/def2-TZVPD.

Geometry (Å):
1 C 2.9293 0.4659 -0.3929
2 C 1.7818 -0.4833 -0.3503
3 C 0.6764 -0.3190 0.4785
4 C -0.5416 -1.0710 0.2883
5 C -1.7905 -0.5715 0.5127
6 O -2.9652 -1.1504 0.0093
7 H 3.4305 0.6282 0.5733
8 H 3.7023 -0.0704 -0.9537
9 H 2.7392 1.4306 -0.8718
10 H 1.7036 -1.2465 -1.1170
11 H 0.5172 0.2503 1.3896
12 H -0.4625 -2.0970 -0.0915
13 H -1.8962 0.2205 1.2579
14 H -3.0153 -2.0775 0.2960
15 H -2.3131 1.5253 -0.9477
16 H -2.3451 2.1973 0.4291
17 O -2.1508 2.3685 -0.5099

Computed properties:
2S+1: 2
Relative energy (zero: lowest compared OMol25 entry of this formula, charge and spin): 142.8 kJ/mol
Strongest force on any atom: 2.26 eV/A
E_tot: -346.878785 hartree
LUMO energy (alpha / beta): 4.07 / 3.91 eV
Kohn-Sham gap (alpha / beta): 3.48 / 6.55 eV
Total charge: -1

---

(7)
This record from the OMol25 dataset describes a molecular structure, C30H37N5O5S3Zr. The level of theory is ωB97M-V/def2-TZVPD.

Geometry (Å):
1 Zr 0.1722 -0.0761 0.4941
2 C -1.3829 -2.8240 -0.8994
3 O -0.3447 -1.8308 -0.9767
4 C 0.5668 -1.9412 -2.0305
5 C 0.8932 -3.1223 -2.6621
6 C 1.8288 -3.0749 -3.6901
7 C 2.4109 -1.8735 -4.0702
8 C 2.0649 -0.6900 -3.4343
9 C 1.1431 -0.7333 -2.4053
10 N 0.6389 0.3717 -1.6768
11 N 0.4572 1.4255 -2.3547
12 C -0.3920 2.3817 -1.9093
13 C -1.4464 2.0453 -1.0253
14 O -1.4415 0.9533 -0.3004
15 C -2.5800 2.8926 -0.9594
16 C -2.5976 4.0758 -1.6303
17 C -1.5115 4.4988 -2.4508
18 C -1.5376 5.7378 -3.1206
19 C -0.4976 6.1090 -3.9320
20 C 0.5983 5.2496 -4.0993
21 C 0.6481 4.0375 -3.4515
22 C -0.4073 3.6400 -2.6182
23 H -1.8083 -2.9773 -1.8890
24 H -0.9836 -3.7604 -0.5104
25 H -2.1429 -2.4351 -0.2287
26 H 0.4283 -4.0587 -2.3846
27 H 2.0981 -3.9878 -4.2035
28 H 3.1321 -1.8582 -4.8756
29 H 2.4909 0.2584 -3.7312
30 H -3.4081 2.5734 -0.3393
31 H -3.4611 4.7260 -1.5477
32 H -2.3942 6.3874 -2.9887
33 H -0.5196 7.0586 -4.4488
34 H 1.4137 5.5459 -4.7458
35 H 1.4992 3.3825 -3.5814
36 C 4.6561 -2.1253 0.7858
37 N 3.3543 -2.6421 1.2372
38 C 3.2518 -3.7944 1.9602
39 C 2.0676 -4.2414 2.4205
40 C 0.9076 -3.4703 2.1187
41 N 1.0177 -2.3760 1.3615
42 C 2.2223 -1.9403 0.9782
43 O 2.2595 -0.8293 0.3699
44 N -0.2980 -3.8119 2.5590
45 H 5.3236 -2.9624 0.6022
46 H 5.0861 -1.4699 1.5407
47 H 4.5115 -1.5670 -0.1332
48 H 4.1804 -4.3176 2.1419
49 H 2.0058 -5.1512 2.9983
50 H -0.4256 -4.6177 3.1477
51 H -1.0817 -3.1931 2.3911
52 C -0.6729 -0.4903 5.8535
53 O -1.4100 -0.7266 4.6363
54 C -0.8346 -0.5183 3.4856
55 S 0.7671 -0.0461 3.3094
56 S -1.8419 -0.7413 2.1169
57 H -1.3864 -0.6477 6.6536
58 H -0.2920 0.5293 5.8694
59 H 0.1553 -1.1925 5.9302
60 C -1.9720 3.4922 4.2766
61 C -0.6050 3.4392 3.5953
62 C -0.7920 3.4932 2.0860
63 S 0.6420 3.3598 0.9826
64 O 0.9116 1.8317 0.9112
65 C 2.0327 4.0135 1.9356
66 C 2.6699 3.0838 2.9656
67 C 3.6989 2.1268 2.3685
68 H -1.8618 3.4576 5.3597
69 H -2.5942 2.6482 3.9706
70 H -2.5038 4.4109 4.0259
71 H -0.0941 2.5178 3.8725
72 H 0.0098 4.2738 3.9354
73 H -1.2829 4.4185 1.7718
74 H -1.4162 2.6648 1.7384
75 H 1.6408 4.9309 2.3785
76 H 2.7573 4.3103 1.1752
77 H 1.9063 2.5285 3.5070
78 H 3.1620 3.7257 3.6990
79 H 3.2505 1.4549 1.6361
80 H 4.1484 1.5251 3.1592
81 H 4.5032 2.6799 1.8799

Computed properties:
Relative energy (zero: lowest compared OMol25 entry of this formula, charge and spin): 10.4 kJ/mol
Strongest force on any atom: 0.70 eV/A
E_tot: -3056.692183 hartree
LUMO energy: -5.86 eV
Kohn-Sham gap: 6.80 eV
Total charge: +2